Record 1
The following is a DFT calculation (ωB97M-V/def2-TZVPD) of one molecule with the formula C17H17NO3S.

**E_LUMO**: 0.71 eV
**HOMO level**: -8.97 eV
**Energy relative to the best compared isomer or geometry (same formula, charge and spin)**: 0.955 eV
**Orbital gap**: 9.7 eV
**SMILES string**: O=C(OCc1ccccc1)[C@H]1CCCN1C(=O)c1cccs1

Each line ends with the Löwdin charge.
Element x y z (Å)
O (2.1317, 1.4247, -1.0078)  0.1257
C (2.0393, 0.2367, -1.1851)  -0.4360
O (1.4497, -0.3356, -2.2222)  0.0311
C (0.6256, 0.4971, -3.0513)  -0.0955
C (-0.7168, 0.6575, -2.3853)  -0.1986
C (-1.5524, -0.4464, -2.2629)  -0.0342
C (-2.7498, -0.3402, -1.5799)  -0.0714
C (-3.1240, 0.8689, -1.0175)  -0.0993
C (-2.2942, 1.9705, -1.1363)  -0.0916
C (-1.0899, 1.8647, -1.8118)  -0.0364
C (2.4772, -0.8266, -0.1719)  -0.1638
C (3.7011, -0.4334, 0.6442)  -0.1068
C (3.1109, 0.4720, 1.7248)  -0.1491
C (1.7561, -0.1660, 2.0317)  -0.1231
N (1.3831, -0.8293, 0.7947)  0.0068
C (0.2280, -1.4769, 0.5147)  -0.4756
O (0.1176, -2.2326, -0.4338)  0.0669
C (-0.9197, -1.1790, 1.3990)  -0.4468
C (-1.4530, 0.0401, 1.7081)  -0.1398
C (-2.6644, -0.0573, 2.4221)  -0.1827
C (-3.0374, -1.3459, 2.6364)  -0.4034
S (-1.9308, -2.4658, 1.9530)  1.0711
H (1.1159, 1.4650, -3.1951)  0.1263
H (0.5444, -0.0361, -4.0003)  0.1350
H (-1.2462, -1.3929, -2.6804)  0.1205
H (-3.3886, -1.2049, -1.4802)  0.1094
H (-4.0584, 0.9502, -0.4815)  0.1038
H (-2.5802, 2.9140, -0.6942)  0.1025
H (-0.4332, 2.7192, -1.8871)  0.1142
H (2.5419, -1.7959, -0.6721)  0.1585
H (4.4430, 0.0798, 0.0364)  0.1227
H (4.1520, -1.3230, 1.0851)  0.1203
H (3.7413, 0.5381, 2.6091)  0.1120
H (2.9642, 1.4698, 1.3141)  0.1060
H (1.0180, 0.5759, 2.3347)  0.1099
H (1.8417, -0.9157, 2.8285)  0.1328
H (-1.0156, 0.9743, 1.4036)  0.1148
H (-3.2280, 0.7946, 2.7577)  0.1034
H (-3.8998, -1.7095, 3.1586)  0.0604

Record 2
The following is a DFT calculation (ωB97M-V/def2-TZVPD) of a 2-piece molecular cluster, C4H12N4 overall.

**E_LUMO**: 0.69 eV
**HOMO level**: -6.27 eV
**Energy relative to the best compared isomer or geometry (same formula, charge and spin)**: 5.097 eV
**Orbital gap**: 7.0 eV

Each line ends with the Löwdin charge.
Element x y z (Å)
C (-0.7248, -2.0463, 0.2443)  -0.0232
N (-0.4731, -0.6834, -0.2939)  -0.2396
N (-0.5302, -0.5947, -1.7224)  0.0842
H (-1.2487, 0.1503, 0.0465)  0.1138
H (0.1983, -1.1922, -2.1061)  0.0907
H (-1.4334, -0.9503, -2.0241)  0.0963
H (-0.9006, -1.9697, 1.3142)  0.0826
H (-1.5931, -2.4810, -0.2524)  0.0868
H (0.1493, -2.6726, 0.0622)  0.0938
C (0.7064, 0.0514, 0.3030)  -0.4450
N (0.8469, -0.2041, 1.6758)  0.0864
C (-0.7663, 2.6305, 0.1292)  -0.2694
C (1.7342, 0.4460, -0.4777)  0.0309
N (-1.1473, 1.5372, 0.6071)  -0.1116
H (0.2147, 0.3686, 2.2219)  0.0786
H (1.8027, -0.0986, 1.9899)  0.0904
H (0.2269, 2.7374, -0.3742)  0.0296
H (-1.3324, 3.5744, 0.2263)  0.0272
H (2.6053, 0.8901, -0.0174)  0.0553
H (1.6652, 0.5071, -1.5523)  0.0421

Record 3
The following is a DFT calculation (ωB97M-V/def2-TZVPD) of one molecule with the formula C18H18ClN3O3.

**E_LUMO**: -0.25 eV
**HOMO level**: -8.47 eV
**Energy relative to the best compared isomer or geometry (same formula, charge and spin)**: 6.414 eV
**Orbital gap**: 8.2 eV
**SMILES string**: O=[N+]([O-])c1ccc(N2CCC(=NOCc3ccc(Cl)cc3)CC2)cc1

Each line ends with the Löwdin charge.
Element x y z (Å)
O (-5.3118, 1.0268, 0.5710)  0.0677
N (-4.7485, 1.9054, -0.0573)  -0.3693
O (-5.0957, 3.0726, -0.0600)  0.0694
C (-3.6107, 1.5450, -0.8343)  -0.1706
C (-3.1666, 0.2259, -0.8511)  0.0143
C (-2.0575, -0.1204, -1.5850)  -0.0020
C (-1.3437, 0.8420, -2.3184)  -0.2143
N (-0.2358, 0.5336, -3.0830)  -0.1063
C (0.2076, -0.8399, -3.1980)  -0.1507
C (1.1697, -1.2316, -2.0448)  -0.0873
C (1.1932, -0.1274, -1.0321)  -0.2971
N (0.8508, -0.4157, 0.1490)  0.1247
O (0.8268, 0.6274, 1.0712)  -0.1348
C (0.3185, 0.1688, 2.3106)  -0.1551
C (1.2255, -0.8228, 2.9941)  -0.2102
C (0.7024, -1.9172, 3.6686)  -0.0326
C (1.5373, -2.8215, 4.2997)  -0.1027
C (2.9086, -2.6325, 4.2443)  -0.6794
Cl (3.9586, -3.7627, 5.0256)  0.6652
C (3.4491, -1.5499, 3.5695)  -0.0997
C (2.6027, -0.6487, 2.9513)  -0.0285
C (1.5248, 1.2438, -1.5540)  -0.0746
C (0.9239, 1.4024, -2.9644)  -0.1387
C (-1.8213, 2.1652, -2.2981)  0.0008
C (-2.9333, 2.5130, -1.5733)  0.0117
H (-3.6956, -0.5112, -0.2665)  0.1213
H (-1.7214, -1.1428, -1.5452)  0.1073
H (0.7241, -0.9251, -4.1593)  0.1211
H (-0.6570, -1.4996, -3.2375)  0.1135
H (0.8605, -2.1562, -1.5606)  0.1159
H (2.1806, -1.3686, -2.4335)  0.1190
H (0.2283, 1.0809, 2.9096)  0.1362
H (-0.6783, -0.2647, 2.1678)  0.1212
H (-0.3666, -2.0652, 3.7046)  0.1143
H (1.1297, -3.6701, 4.8263)  0.1040
H (4.5186, -1.4145, 3.5330)  0.1040
H (3.0121, 0.1988, 2.4219)  0.1177
H (1.1027, 1.9798, -0.8665)  0.1137
H (2.6077, 1.3842, -1.5744)  0.1259
H (1.6398, 1.0976, -3.7310)  0.1255
H (0.6568, 2.4408, -3.1518)  0.1095
H (-1.3200, 2.9254, -2.8748)  0.1096
H (-3.2969, 3.5290, -1.5632)  0.1205

Record 4
The following is a DFT calculation (ωB97M-V/def2-TZVPD) of a 2-piece molecular cluster, C2H8NO overall.

**E_LUMO**: -3.64 eV
**HOMO level**: -15.11 eV
**Energy relative to the best compared isomer or geometry (same formula, charge and spin)**: 1.548 eV
**Orbital gap**: 11.5 eV
**Charge**: +1

Each line ends with the Löwdin charge.
Element x y z (Å)
C (0.8131, 0.7315, -0.8120)  -0.1587
C (1.3934, 0.8074, 0.3962)  0.1097
N (-0.1661, -0.2652, -1.0669)  0.1229
H (0.7135, 1.5136, -1.4815)  0.0956
H (2.1011, 1.4841, 0.8808)  0.0988
H (1.1052, -0.0531, 0.9610)  0.0523
H (-0.7225, -0.6591, -0.2368)  0.0984
H (0.1569, -1.1553, -1.4148)  0.1615
H (-0.9154, 0.0740, -1.8109)  0.2341
H (-1.5945, -0.0876, 1.7048)  0.0998
H (-1.7652, -1.5589, 1.5926)  0.1416
O (-1.1195, -0.8314, 1.2876)  -0.0562

Record 5
The following is a DFT calculation (ωB97M-V/def2-TZVPD) of one molecule with the formula C2H2O3S.

**E_LUMO**: 0.04 eV
**HOMO level**: -10.38 eV
**Energy relative to the best compared isomer or geometry (same formula, charge and spin)**: 4.099 eV
**Orbital gap**: 10.4 eV

Each line ends with the Löwdin charge.
Element x y z (Å)
C (0.6990, 1.3037, -0.0361)  -0.2929
C (-0.4072, 0.8657, 0.0608)  0.0962
O (1.9866, 1.3215, -0.2096)  -0.2485
O (1.6798, -1.1301, -0.5132)  -0.3232
O (3.3587, -0.3611, 0.9960)  -0.3878
S (2.9511, -0.1338, -0.3805)  1.0103
H (0.7339, -0.7688, -0.2783)  0.0811
H (-1.5007, 0.9297, 0.0139)  0.0649

Record 6
The following is a DFT calculation (ωB97M-V/def2-TZVPD) of C21H35N2O3PdSi3 as an isolated structure.

**Multiplicity**: 5
**E_LUMO (spin up / spin down)**: -2.66 / -6.98 eV
**HOMO level (spin up / spin down)**: -11.06 / -12.01 eV
**Orbital gap (spin up / spin down)**: 8.4 / 5.0 eV
**Charge**: +1

Each line ends with the Löwdin charge.
Element x y z (Å)
Pd (-0.1619, 0.3146, -0.7138)  1.1362
C (-2.0726, 0.4086, 2.3244)  -0.1734
Si (-1.9730, -1.3589, 1.6958)  0.4694
C (-3.3674, -1.7506, 0.5198)  -0.1540
C (-2.0689, -2.4814, 3.1820)  -0.1676
C (-0.2881, -1.5677, 0.8216)  -0.2670
C (-0.1824, -2.3673, -0.4108)  -0.4139
C (-0.7870, -3.6097, -0.5877)  -0.0132
C (-0.6107, -4.2685, -1.7908)  -0.0217
C (0.1461, -3.6755, -2.7931)  -0.0315
C (0.6844, -2.4238, -2.5595)  -0.1032
N (0.5400, -1.7965, -1.3948)  0.0137
Si (1.3607, -1.3124, 1.7599)  0.4547
C (1.4492, -2.7227, 2.9820)  -0.1593
C (2.8274, -1.4681, 0.6218)  -0.1730
C (1.3778, 0.3127, 2.6724)  -0.1692
H (-3.1047, 0.7692, 2.2897)  0.0431
H (-1.4598, 1.1037, 1.7514)  -0.0086
H (-1.7424, 0.4582, 3.3648)  0.0345
H (-4.0141, -2.5205, 0.9497)  0.0465
H (-3.0220, -2.1063, -0.4534)  0.0249
H (-3.9876, -0.8693, 0.3313)  0.0395
H (-3.0218, -2.3045, 3.6924)  0.0478
H (-1.2678, -2.2828, 3.8952)  0.0182
H (-2.0280, -3.5406, 2.9090)  0.0416
H (-1.3767, -4.0423, 0.2109)  0.1219
H (-1.0744, -5.2332, -1.9564)  0.1214
H (0.3172, -4.1740, -3.7368)  0.1143
H (1.2581, -1.9111, -3.3216)  0.1192
H (1.1033, -3.6610, 2.5377)  0.0445
H (0.8519, -2.5286, 3.8733)  0.0230
H (2.4874, -2.8653, 3.3003)  0.0447
H (2.8755, -2.4740, 0.1970)  0.0466
H (3.7466, -1.2976, 1.1910)  0.0471
H (2.7871, -0.7550, -0.2038)  -0.0144
H (0.6360, 0.3194, 3.4734)  0.0305
H (1.1861, 1.1680, 2.0167)  0.0117
H (2.3629, 0.4582, 3.1285)  0.0464
O (-3.7812, -0.1100, -2.6023)  0.1263
C (-2.7793, 0.3349, -2.1059)  -0.5691
O (-1.6478, -0.3212, -1.9796)  -0.1144
C (-2.7410, 1.7296, -1.5526)  -0.1830
C (-3.7809, 2.6151, -1.7684)  0.0328
C (-3.6771, 3.8910, -1.2418)  -0.0177
C (-2.5405, 4.2346, -0.5222)  -0.0306
C (-1.5501, 3.2884, -0.3508)  -0.1112
N (-1.6552, 2.0563, -0.8556)  0.0380
H (-4.6344, 2.2765, -2.3388)  0.1332
H (-4.4721, 4.6116, -1.3846)  0.1219
H (-2.4221, 5.2219, -0.0974)  0.1167
H (-0.6516, 3.5087, 0.2117)  0.1142
C (3.9548, 2.6164, 0.2725)  -0.1504
Si (2.8227, 2.3192, -1.1594)  0.3468
C (3.6437, 1.0742, -2.3750)  -0.0855
C (2.5562, 3.8774, -2.1471)  -0.1440
O (1.4443, 1.5749, -0.6959)  -0.2903
H (4.8441, 3.1567, -0.0657)  0.0486
H (4.2711, 1.6765, 0.7330)  0.0367
H (3.4556, 3.2224, 1.0347)  0.0445
H (4.4361, 1.6469, -2.8614)  0.0560
H (2.9098, 0.7259, -3.1016)  0.0417
H (4.0488, 0.2395, -1.8024)  0.0339
H (3.5410, 4.3015, -2.3556)  0.0490
H (1.9765, 4.5994, -1.5665)  0.0388
H (2.0422, 3.6884, -3.0907)  0.0455